--- a ---
Density functional theory data (ωB97M-V with the def2-TZVPD basis set) for H3NO3Si in the gas phase.

Summary:
SMILES   O=[N+]([O-])O[SiH3]
LUMO energy   0.0098 hartree
Gap between HOMO and LUMO   0.438 Ha
HOMO   -11.652 eV

Structure (ORCA input):
```
! wB97M-V def2-TZVPD RIJCOSX def2/J DEFGRID3
* xyz 0 1
O 1.14444 0.21896 1.14988
N 1.47877 0.10484 -0.01173
O 2.51474 0.06638 -0.58523
O 0.40110 -0.00457 -0.87713
Si -1.13435 0.02791 -0.03845
H -1.84046 -0.62544 -1.12764
H -1.28881 -1.10464 0.82689
H -1.27544 1.31656 0.66341
*
```

Let us look at the natural (NBO) charges, expressed in e, one per atom: number 1, O, carries -0.392; number 2, N, carries 0.736; number 3, O, carries -0.306; number 4, O, carries -0.654; number 5, Si, carries 1.115; number 6, H, carries -0.166; number 7, H, carries -0.191; number 8, H, carries -0.143

--- b ---
Density functional theory data (ωB97M-V with the def2-TZVPD basis set) for 2 unconnected molecules or ions with the total composition H3NO3Si.

Summary:
SMILES   O=[SiH2].O=NO
LUMO energy   -0.0561 hartree
Gap between HOMO and LUMO   0.277 Ha
HOMO   -9.065 eV

Structure (ORCA input):
```
! wB97M-V def2-TZVPD RIJCOSX def2/J DEFGRID3
* xyz 0 1
O -0.34735 0.23181 0.28920
Si -1.55956 0.45195 1.19730
H -2.12069 -0.38182 2.20877
H -2.25960 1.68304 1.37027
O 3.10037 0.35236 -1.91487
N 2.06432 0.23622 -1.32397
O 1.24919 1.37603 -1.25835
H 0.45988 0.90581 -0.66440
*
```

Let us look at the natural (NBO) charges, expressed in e, one per atom: number 1, O, carries -1.148; number 2, Si, carries 1.702; number 3, H, carries -0.228; number 4, H, carries -0.237; number 5, O, carries -0.324; number 6, N, carries 0.319; number 7, O, carries -0.591; number 8, H, carries 0.507

On energetic grounds, b is preferred over the next structure by 0.0109 hartree.

--- a ---
Density functional theory data (ωB97M-V with the def2-TZVPD basis set) for a gas-phase ion, CH2O5P (charge -1).

Summary:
SMILES   O=C([O-])OP(O)O
LUMO energy   0.1537 hartree
Gap between HOMO and LUMO   0.342 Ha
HOMO   -5.129 eV

Structure (ORCA input):
```
! wB97M-V def2-TZVPD RIJCOSX def2/J DEFGRID3
* xyz -1 1
O 1.70337 -0.89734 0.80381
C 0.96913 -1.50515 0.06237
O 0.99154 -2.49244 -0.69087
O -0.47464 -0.58739 -0.03214
P -1.22682 0.76673 0.50847
O 0.05900 1.65352 0.98925
O -1.35169 1.37881 -1.06017
H 0.75760 1.10420 0.88173
H -1.42748 0.57905 -1.46246
*
```

These are the natural (NBO) partial charges, in e, on atoms 1 to 8: number 1, O, carries -0.709; number 2, C, carries 1.041; number 3, O, carries -0.684; number 4, O, carries -1.093; number 5, P, carries 1.506; number 6, O, carries -1.019; number 7, O, carries -1.013; number 8, H, carries 0.498

--- b ---
Density functional theory data (ωB97M-V with the def2-TZVPD basis set) for a gas-phase ion, CH2O5P (charge -1).

Summary:
SMILES   O=C([O-])OP(O)O
LUMO energy   0.1397 hartree
Gap between HOMO and LUMO   0.312 Ha
HOMO   -4.695 eV

Structure (ORCA input):
```
! wB97M-V def2-TZVPD RIJCOSX def2/J DEFGRID3
* xyz -1 1
O 2.61500 0.12256 1.05396
C 1.86666 -0.06005 0.12739
O 1.97744 -0.54753 -0.96251
O 0.47808 0.23064 0.57774
P -0.57495 0.22940 -0.64930
O -1.52459 -1.05445 -0.12880
O -1.55918 1.46281 -0.21951
H -1.24580 -1.90789 -0.40101
H -2.03266 1.52452 0.60204
*
```

These are the natural (NBO) partial charges, in e, on atoms 1 to 8: number 1, O, carries -0.741; number 2, C, carries 0.957; number 3, O, carries -0.758; number 4, O, carries -0.904; number 5, P, carries 1.555; number 6, O, carries -1.041; number 7, O, carries -1.038; number 8, H, carries 0.486

On energetic grounds, b is preferred over the next structure by 0.0154 hartree.

--- a ---
Density functional theory data (ωB97M-V with the def2-TZVPD basis set) for C2H5N3O3 in the gas phase.

Summary:
LUMO energy (alpha / beta)   -0.0231 / -0.0232 hartree
Gap between HOMO and LUMO (alpha / beta)   0.273 / 0.273 Ha
HOMO (alpha / beta)   -8.051 / -8.049 eV

Structure (ORCA input):
```
! wB97M-V def2-TZVPD RIJCOSX def2/J DEFGRID3
* xyz 0 1
N -0.22160 0.71554 -1.06650
C 0.06283 -1.04873 -1.00552
C 0.61592 -0.23268 0.24666
N -1.33322 -0.39099 1.44532
O 0.55393 1.76682 -1.55802
O 1.93817 0.05651 0.12965
N 0.07000 -0.33638 1.40583
O -0.87657 -1.74762 -1.12252
H 1.42842 1.36928 -1.69986
H 2.18891 0.52239 0.94159
H -1.13647 1.11190 -0.83932
H -1.70938 -1.05507 0.75669
H -1.58095 -0.73096 2.36600
*
```

These are the natural (NBO) partial charges, in e, on atoms 1 to 8: number 1, N, carries -0.333; number 2, C, carries 0.547; number 3, C, carries 0.463; number 4, N, carries -0.670; number 5, O, carries -0.528; number 6, O, carries -0.686; number 7, N, carries -0.382; number 8, O, carries -0.490

--- b ---
Density functional theory data (ωB97M-V with the def2-TZVPD basis set) for C2H5N3O3 in the gas phase.

Summary:
SMILES   [H]/N=C(/NO)ONC=O
LUMO energy   0.0113 hartree
Gap between HOMO and LUMO   0.352 Ha
HOMO   -9.281 eV

Structure (ORCA input):
```
! wB97M-V def2-TZVPD RIJCOSX def2/J DEFGRID3
* xyz 0 1
H -0.37998 -0.41939 1.40177
N -0.16949 0.62607 1.25219
C 0.25276 0.86892 0.09149
N 0.49584 2.06276 -0.52028
O -0.07632 2.99338 0.57972
O 0.59037 -0.16711 -0.64550
N 0.64467 -1.42728 0.06731
C -0.59846 -2.17351 -0.44315
O -1.63537 -1.70687 -0.74986
H 0.20149 2.39710 -1.60012
H -0.26807 2.10350 1.28092
H 1.53113 -1.92109 -0.55116
H -0.58858 -3.23647 -0.16333
*
```

These are the natural (NBO) partial charges, in e, on atoms 1 to 8: number 1, H, carries 0.408; number 2, N, carries -0.813; number 3, C, carries 0.671; number 4, N, carries -0.382; number 5, O, carries -0.595; number 6, O, carries -0.383; number 7, N, carries -0.373; number 8, C, carries 0.515

On energetic grounds, a is preferred over the next structure by 0.0024 hartree.

--- a ---
Density functional theory data (ωB97M-V with the def2-TZVPD basis set) for 2 unconnected molecules or ions with the total composition CH2INS.

Summary:
SMILES   C#[N+][S-].I
LUMO energy   -0.0005 hartree
Gap between HOMO and LUMO   0.326 Ha
HOMO   -8.876 eV

Structure (ORCA input):
```
! wB97M-V def2-TZVPD RIJCOSX def2/J DEFGRID3
* xyz 0 1
C -0.34244 0.67024 1.45502
N 0.30711 1.62732 1.36252
S 1.07506 2.96861 1.18956
H -0.65958 0.02799 2.17950
I 0.55532 -0.37443 -2.26477
H 0.48731 0.26193 -3.68142
*
```

Let us look at the natural (NBO) charges, expressed in e, one per atom: number 1, C, carries 0.086; number 2, N, carries -0.389; number 3, S, carries 0.081; number 4, H, carries 0.224; number 5, I, carries -0.096; number 6, H, carries 0.095

--- b ---
Density functional theory data (ωB97M-V with the def2-TZVPD basis set) for CH2INS in the gas phase.

Summary:
SMILES   C=NSI
LUMO energy   -0.0403 hartree
Gap between HOMO and LUMO   0.282 Ha
HOMO   -8.773 eV

Structure (ORCA input):
```
! wB97M-V def2-TZVPD RIJCOSX def2/J DEFGRID3
* xyz 0 1
C 1.05352 -0.21699 0.57289
N 0.02482 -0.21156 -0.22173
S -0.95429 1.09586 -0.62172
I -3.10155 -0.04314 -1.13380
H 1.46666 -1.19866 0.43130
H 1.51084 0.57448 0.97306
*
```

Let us look at the natural (NBO) charges, expressed in e, one per atom: number 1, C, carries -0.080; number 2, N, carries -0.582; number 3, S, carries 0.272; number 4, I, carries 0.032; number 5, H, carries 0.195; number 6, H, carries 0.162

--- c ---
Density functional theory data (ωB97M-V with the def2-TZVPD basis set) for CH2INS in the gas phase.

Summary:
LUMO energy (alpha / beta)   -0.0699 / -0.0714 hartree
Gap between HOMO and LUMO (alpha / beta)   0.243 / 0.241 Ha
HOMO (alpha / beta)   -8.519 / -8.503 eV

Structure (ORCA input):
```
! wB97M-V def2-TZVPD RIJCOSX def2/J DEFGRID3
* xyz 0 1
C -1.07950 -0.32967 0.03710
N -0.24824 -1.23558 -0.06899
S 2.60391 1.75965 -0.01101
I 1.90198 -0.45852 0.00368
H -0.96836 0.68223 -0.03243
H -2.20979 -0.41810 0.07164
*
```

Let us look at the natural (NBO) charges, expressed in e, one per atom: number 1, C, carries -0.094; number 2, N, carries -0.441; number 3, S, carries -0.507; number 4, I, carries 0.678; number 5, H, carries 0.172; number 6, H, carries 0.192

On energetic grounds, b is preferred over the next structure by 0.0322 hartree.